# 1
Computed, not measured: a 2-piece molecular cluster, C5H6F2 overall at a distorted geometry, with wB97M-V/def2-TZVPD.

Last column: natural (NBO) charge in e.
Positions of all 13 atoms, in Å:
C  2.1985  -0.6719  -0.0342  -0.59
C  1.5556  0.4505  0.1920  0.78
F  1.5881  1.3492  1.2444  -0.33
F  0.9643  1.0144  -0.7999  -0.30
H  1.9535  -1.2059  -0.8766  0.22
H  2.7857  -1.0669  0.7245  0.22
C  -2.1846  1.1632  -0.2888  -0.50
C  -1.5036  0.0780  -0.1009  0.10
C  -0.9343  -1.0776  0.0802  -0.51
H  -1.6446  2.0891  -0.4322  0.22
H  -3.2976  1.2256  -0.2146  0.23
H  -0.5694  -1.7816  -0.5781  0.22
H  -0.9118  -1.5662  1.0841  0.22

HOMO in Eh: -0.345
SMILES: C=C(F)F.C=C=C
Net charge: 0

# 2
Computed, not measured: C44H39BrN3OP2RuS as an isolated structure at a distorted geometry, with wB97M-V/def2-TZVPD.

Last column: Löwdin spin population.
Positions of all 92 atoms, in Å:
Ru  -0.0481  0.2382  -1.4146  0.16
Br  3.6585  -5.4869  -3.9823  0.00
C  2.6821  -3.9186  -3.7294  0.00
C  2.9688  -2.8010  -4.6015  0.00
C  2.3303  -1.6228  -4.4750  0.00
C  1.3556  -1.4208  -3.4290  0.00
O  0.8597  -0.2886  -3.2439  0.00
C  0.9743  -2.5839  -2.6132  0.00
C  -0.1530  -2.6123  -1.8156  0.00
N  -0.9905  -1.5277  -1.5430  0.00
C  -2.2762  -1.7256  -1.3499  0.00
C  -4.1685  -0.6192  -0.1481  0.01
C  -5.1336  0.4239  -0.0996  0.00
C  -5.0789  1.4598  -0.9742  0.00
C  -3.9765  1.5862  -1.8627  0.00
C  -3.8474  2.6625  -2.7648  0.00
C  -2.7236  2.7738  -3.5347  0.00
C  -1.6771  1.8685  -3.3060  0.00
N  -1.7616  0.8554  -2.4598  0.00
C  -2.9454  0.6386  -1.8050  0.00
C  1.7156  -3.8188  -2.7813  0.00
H  3.7246  -2.9302  -5.3645  0.00
H  2.5558  -0.7801  -5.1136  0.00
H  -0.4334  -3.5532  -1.3585  0.00
H  -4.5652  -1.4661  1.7708  0.00
H  -5.9450  0.3502  0.6118  0.00
H  -5.8532  2.2151  -0.9875  0.00
H  -4.6458  3.3893  -2.8385  0.00
H  -2.5954  3.5696  -4.2520  0.00
H  -0.7178  1.9834  -3.7998  0.00
H  1.4606  -4.6605  -2.1508  0.00
C  4.2558  -0.1379  5.7106  0.00
S  3.6334  1.3327  4.8730  0.00
C  1.8505  1.1006  5.1193  0.00
C  1.1519  0.4580  3.9279  0.01
C  1.2308  1.3468  2.6995  0.01
N  0.7000  0.6960  1.4959  0.16
P  1.5944  -0.2321  0.3905  0.01
C  2.8227  -1.1965  1.2428  0.00
C  4.0311  -0.6158  1.6311  0.00
C  4.9446  -1.3606  2.3598  0.00
C  4.6536  -2.6743  2.6996  0.00
C  3.4497  -3.2545  2.3180  0.00
C  2.5346  -2.5195  1.5848  0.00
C  2.3818  0.9531  -0.7248  0.01
C  1.6340  2.0962  -1.0675  0.00
C  1.9742  2.8392  -2.2060  0.00
C  3.0362  2.4599  -3.0004  0.00
C  3.7879  1.3377  -2.6416  0.00
C  3.4659  0.5817  -1.5308  0.00
P  -0.7805  0.8387  0.6984  0.46
C  -1.5479  2.3955  1.1614  0.07
C  -1.7127  3.3709  0.1767  0.02
C  -2.3502  4.5652  0.4774  0.00
C  -2.8295  4.7863  1.7603  0.01
C  -2.6772  3.8154  2.7437  0.00
C  -2.0461  2.6206  2.4469  0.02
C  -3.1221  -0.5547  -1.0352  0.01
C  -2.8678  -2.9958  -1.7811  0.00
C  -4.0927  -3.5688  -1.6864  0.00
C  -5.3059  -3.3578  -0.9220  0.00
C  -5.4338  -2.6417  0.1985  0.00
C  -4.3320  -1.8047  0.7608  0.00
H  5.3428  -0.1012  5.6544  0.00
H  3.9152  -1.0559  5.2324  0.00
H  3.9702  -0.1356  6.7607  0.00
H  1.4088  2.0720  5.3492  0.00
H  1.7128  0.4807  6.0039  0.00
H  0.1028  0.2663  4.1751  0.00
H  1.6155  -0.5076  3.7081  0.00
H  2.2716  1.6155  2.4951  0.00
H  0.6819  2.2803  2.8502  0.00
H  4.2545  0.4140  1.3831  0.00
H  5.8784  -0.9115  2.6676  0.00
H  5.3719  -3.2503  3.2665  0.00
H  3.2318  -4.2776  2.5892  0.00
H  1.5959  -2.9713  1.2876  0.00
H  0.9284  2.5292  -0.3609  0.00
H  1.4084  3.7329  -2.4359  0.00
H  3.3039  3.0403  -3.8703  0.00
H  4.6408  1.0520  -3.2421  0.00
H  4.0470  -0.3016  -1.2971  0.00
H  -1.3332  3.1978  -0.8249  0.00
H  -2.4659  5.3250  -0.2827  0.00
H  -3.3220  5.7182  1.9972  0.00
H  -3.0557  3.9946  3.7402  0.00
H  -1.9430  1.8634  3.2150  0.00
H  -2.2192  -3.5365  -2.4599  0.00
H  -4.1743  -4.4403  -2.3287  0.00
H  -6.1583  -3.9352  -1.2546  0.00
H  -6.3909  -2.6536  0.7041  0.00
H  -3.4044  -2.3825  0.8122  0.00

Spin multiplicity: 2
HOMO (spin up / spin down) in Eh: -0.453 / -0.456
Net charge: +2

These records have molar mass values of 104.1, 900.8 g/mol, in the order they appear.